Entry 1:
Computed, not measured: a molecular structure, C13H15CrN7S4, with wB97M-V/def2-TZVPD.

Structure (XYZ):
```
40
Properties=species:S:1:pos:R:3:forces:R:3:lowdin_charge:R:1
Cr 0.1621 -1.0414 0.3213 0.346 -0.085 0.120 0.17
C -2.6761 2.3127 0.3015 -0.011 0.035 -0.025 0.00
C -1.8583 1.0873 0.5351 0.043 -0.112 -0.157 -0.23
N -0.8588 0.7267 -0.1787 0.003 -0.091 0.269 -0.06
N -0.5230 1.3266 -1.3621 -0.141 0.106 -0.124 -0.03
C 0.4321 0.4996 -2.1304 0.070 0.165 -0.015 -0.84
N 0.3766 1.0696 -3.4689 0.011 -0.005 0.022 0.02
S -0.1251 -1.2281 -2.0622 -0.103 -0.119 0.006 0.64
C -2.2685 0.0719 1.5333 -0.005 0.075 -0.069 -0.22
C -3.2213 0.3236 2.5018 0.033 -0.182 0.027 0.01
C -3.6175 -0.7200 3.3319 0.020 0.098 -0.047 -0.03
C -3.0595 -1.9683 3.1509 0.088 -0.052 -0.077 -0.02
C -2.0928 -2.1386 2.1664 -0.055 0.008 0.089 -0.11
N -1.7015 -1.1433 1.3790 -0.020 0.092 -0.055 -0.01
H -2.4690 2.7344 -0.6800 0.030 -0.025 -0.015 0.08
H -2.4611 3.0717 1.0572 0.025 -0.003 -0.013 0.10
H -3.7396 2.0820 0.3567 0.011 -0.024 0.024 0.09
H -0.2775 2.3093 -1.2930 0.095 -0.041 0.057 0.14
H -0.6062 1.0786 -3.7292 0.051 0.032 0.000 0.08
H 0.8201 0.4128 -4.1055 0.009 0.004 0.011 0.08
H -3.6408 1.3122 2.6127 -0.008 0.030 0.001 0.12
H -4.3526 -0.5491 4.1064 -0.010 -0.008 0.008 0.11
H -3.3389 -2.8102 3.7664 -0.014 -0.006 0.022 0.12
H -1.5883 -3.0846 2.0151 -0.024 0.011 0.011 0.09
S 1.5993 -3.1511 3.9830 0.011 -0.067 0.082 0.50
C 1.2060 -2.3541 2.6147 -0.028 0.126 -0.179 -1.77
S 0.9066 -3.1307 1.0636 -0.055 0.119 0.054 0.50
S 1.0253 -0.6165 2.4975 -0.031 -0.108 -0.031 0.52
N 3.0806 1.7209 -3.3115 -0.060 -0.056 -0.070 0.17
C 3.0888 0.7535 -2.3778 0.021 0.059 -0.034 -0.33
C 1.8720 0.6424 -1.4812 -0.014 0.015 0.040 -0.23
N 1.9946 -0.4005 -0.4839 -0.096 0.002 0.076 -0.11
C 3.1439 -0.9922 -0.3120 -0.065 0.056 -0.057 -0.14
C 4.2489 -0.7522 -1.1450 -0.100 -0.112 0.152 -0.08
N 4.1986 0.0917 -2.1936 -0.035 0.037 -0.043 0.11
H 2.1961 2.0883 -3.6320 -0.001 0.001 0.024 0.08
H 3.8999 1.7869 -3.8944 -0.014 0.017 0.014 0.12
H 1.8532 1.6090 -0.9449 0.005 -0.032 -0.065 0.16
H 3.2019 -1.7399 0.4694 -0.016 0.027 -0.003 0.09
H 5.1698 -1.2910 -0.9775 0.032 0.015 -0.028 0.11
```
Forces are in eV/Å.

Output
energy relative to the best compared isomer or geometry (same formula, charge and spin): 15.24 kcal/mol
Kohn-Sham gap (alpha / beta): 6.612 / 6.163 eV
net charge: 0
E: -95918.650 eV
strongest force on any atom: 0.4 eV Å⁻¹
spin multiplicity: 5
HOMO energy (alpha / beta): -7.3 / -7.3 eV

---

Entry 2:
Computed, not measured: a molecular structure, C13H15HgN3S6, with wB97M-V/def2-TZVPD.

Structure (XYZ):
```
38
Properties=species:S:1:pos:R:3:forces:R:3:lowdin_charge:R:1
Hg -0.4253 -1.4611 -0.4168 0.037 -0.120 -0.032 0.43
C 3.1222 -0.1477 -3.1933 0.119 0.091 0.545 -0.55
C 2.2785 0.9366 -3.8430 -0.628 -0.017 0.041 -0.53
S 0.5042 0.8387 -3.3844 0.213 0.159 -0.055 0.75
C 0.1291 2.5561 -2.8837 0.270 -0.485 -0.313 -0.55
C 0.9518 3.1208 -1.7403 -0.066 -0.193 0.582 -0.53
S 0.9326 2.0321 -0.2608 0.192 0.319 -0.197 0.73
C 2.7001 1.9917 0.1823 -0.489 0.138 -0.171 -0.55
C 3.6376 1.3430 -0.8240 -0.052 -0.565 -0.184 -0.53
S 3.0456 -0.2997 -1.3753 0.112 0.197 -0.160 0.73
H 2.7819 -1.1263 -3.5292 0.097 -0.067 -0.065 0.07
H 4.1705 -0.0150 -3.4756 -0.090 -0.106 -0.156 0.07
H 2.6274 1.9325 -3.5840 0.127 0.073 -0.027 0.05
H 2.3459 0.8195 -4.9273 0.096 0.116 0.043 0.07
H 0.2203 3.1976 -3.7649 -0.130 0.074 0.129 0.07
H -0.9191 2.4935 -2.5947 -0.076 0.084 -0.057 0.07
H 1.9880 3.2806 -2.0327 0.033 0.022 -0.021 0.06
H 0.5298 4.0850 -1.4464 0.106 0.024 -0.112 0.07
H 3.0241 3.0130 0.4020 0.099 -0.137 0.110 0.07
H 2.6973 1.4109 1.1034 0.074 0.069 0.121 0.07
H 3.7790 1.9562 -1.7111 0.027 0.129 -0.003 0.06
H 4.6110 1.1948 -0.3519 0.021 0.163 -0.060 0.07
S -1.6482 -5.6731 1.0510 -0.001 0.097 -0.139 0.55
C -2.3636 -4.2043 1.5186 -0.185 -0.068 0.318 -1.30
S -3.1634 -3.6601 0.1236 0.079 -0.077 -0.224 0.45
C -2.3819 -3.6607 2.7951 0.182 -0.248 -0.679 -0.33
C -3.0317 -2.4579 3.1216 -0.815 1.006 0.491 -0.26
N -3.4337 -1.9960 4.2832 0.350 -0.731 -0.118 0.10
C -1.7940 -4.3625 3.8582 0.360 -0.412 0.396 -0.27
N -1.2960 -4.9241 4.7298 0.131 -0.201 0.292 0.13
S -3.0406 0.7214 4.0697 -0.240 0.033 0.088 0.89
C -3.9818 -0.7976 3.6827 -0.081 0.450 -0.014 -0.55
C -3.4816 -1.2743 2.2854 -0.681 -0.055 0.086 -0.31
N -2.4191 -0.4543 1.8166 0.641 0.078 -0.751 -0.02
C -2.1150 0.4868 2.5903 -0.299 0.078 0.257 -0.49
H -5.0455 -0.6206 3.8553 0.084 -0.060 0.018 0.09
H -4.2085 -1.4655 1.4925 0.040 0.023 0.144 0.11
H -1.3279 1.1896 2.3779 0.341 0.119 -0.125 0.05
```
Forces are in eV/Å.

Output
Kohn-Sham gap (alpha / beta): 6.676 / 6.315 eV
net charge: -1
E: -87380.641 eV
strongest force on any atom: 1.4 eV Å⁻¹
spin multiplicity: 2
HOMO energy (alpha / beta): -4.5 / -4.5 eV

---

Entry 3:
Computed, not measured: a molecular structure, C13H15IrN3S3, with wB97M-V/def2-TZVPD.

Structure (XYZ):
```
35
Properties=species:S:1:pos:R:3:forces:R:3:lowdin_charge:R:1
Ir 0.0604 0.6312 0.2797 -0.521 -0.521 0.045 0.46
C 5.0939 -0.0066 0.7589 -0.083 -0.058 0.119 -0.01
N 4.1059 -0.0650 1.8391 0.332 0.049 -0.038 -0.11
C 4.3857 0.0761 3.1878 0.049 -0.040 -0.192 0.00
C 3.2243 0.0208 3.8441 -0.184 0.004 -0.062 -0.01
N 2.2092 -0.1559 2.8868 -0.272 0.346 0.240 0.03
C 2.7886 -0.2034 1.6519 -0.137 -0.433 -0.052 -0.66
S 2.1194 -0.4721 0.1052 0.349 0.428 -0.209 0.63
C 0.8196 -0.1750 3.2166 0.360 -0.204 -0.110 -0.21
C 0.4752 -0.1231 4.5601 -0.047 -0.125 0.065 0.02
C -0.8521 -0.1831 4.9259 0.045 0.035 0.150 -0.01
C -1.8127 -0.3310 3.9444 -0.031 -0.107 -0.095 -0.02
C -1.3986 -0.3727 2.6359 0.058 -0.193 -0.051 -0.11
N -0.1026 -0.2610 2.2469 0.047 0.769 0.025 -0.05
H 6.0804 0.0354 1.2098 0.006 0.005 0.008 0.10
H 4.9230 0.8796 0.1528 -0.022 0.020 -0.016 0.10
H 5.0130 -0.8901 0.1326 0.003 -0.031 0.004 0.09
H 5.3884 0.1999 3.5566 -0.011 0.000 -0.026 0.14
H 3.0459 0.0828 4.8975 0.008 0.035 -0.019 0.12
H 1.2249 -0.0506 5.3276 -0.016 -0.010 -0.002 0.11
H -1.1236 -0.1353 5.9721 0.004 0.005 -0.016 0.13
H -2.8634 -0.4203 4.1791 0.015 0.006 -0.027 0.13
H -2.1064 -0.5119 1.8383 -0.031 0.071 -0.017 0.06
C -4.2343 2.2304 -0.4104 0.084 -0.087 -0.152 -0.10
C -2.7421 2.0719 -0.3071 0.118 0.813 -0.183 -0.75
S -2.0498 0.5319 -0.4547 0.055 -0.414 0.337 0.65
C -1.8650 3.1160 -0.1837 -0.711 0.089 -0.278 -0.76
C -2.2515 4.5717 -0.1558 0.279 -0.036 -0.005 -0.10
S -0.2063 2.7350 -0.1413 0.341 -0.368 0.532 0.65
H -4.7284 1.2605 -0.4077 -0.007 0.001 0.004 0.07
H -4.5155 2.7522 -1.3271 0.018 0.001 0.016 0.09
H -4.6148 2.8103 0.4315 0.018 -0.025 0.013 0.09
H -3.3299 4.7044 -0.1962 -0.004 -0.052 -0.006 0.07
H -1.8133 5.0992 -1.0048 -0.060 0.015 -0.016 0.09
H -1.8752 5.0536 0.7478 -0.052 0.011 0.013 0.08
```
Forces are in eV/Å.

Output
Kohn-Sham gap: 6.318 eV
net charge: +1
E: -53534.096 eV
strongest force on any atom: 0.8 eV Å⁻¹
HOMO energy: -10.6 eV

---

Entry 4:
Computed, not measured: a single C13H15P molecule, with wB97M-V/def2-TZVPD.

Structure (XYZ):
```
29
Properties=species:S:1:pos:R:3:forces:R:3:lowdin_charge:R:1
C 3.2232 2.3472 -0.1231 -2.367 1.885 -1.668 -0.10
C 4.0535 1.3749 0.2218 2.217 -2.368 1.206 -0.10
C 1.8723 2.0752 -0.4173 1.156 -0.737 1.961 -0.02
C 3.5144 0.0845 0.3914 -0.459 1.755 -0.730 -0.03
C 1.3416 0.8006 -0.2886 1.164 1.177 -1.670 -0.23
C 2.2124 -0.2154 0.0319 0.631 -2.136 1.203 -0.17
C 0.0137 0.4847 -0.6409 -4.827 0.700 0.945 0.03
C -0.5507 -0.7191 -0.7005 0.715 0.688 -0.155 -0.30
C 1.6143 -1.6302 0.2388 0.869 1.425 -0.867 -0.11
C 0.4323 -1.8582 -0.7293 0.767 0.612 -0.349 -0.15
C -2.0251 -1.0152 -0.7090 -0.213 0.466 -2.137 -0.23
C -2.8277 0.2684 -1.0624 -0.712 -0.054 -1.200 -0.50
C -2.3075 1.5713 1.5057 -2.208 -2.036 -0.471 -0.39
P -2.3345 1.8950 -0.3349 2.466 -1.733 -0.058 0.93
H 3.4833 3.3777 -0.2543 0.535 0.410 0.287 0.10
H 5.1324 1.5115 0.5026 -1.239 0.126 -0.379 0.12
H 1.2119 2.8368 -0.1664 -1.382 1.773 -1.002 0.09
H 4.1438 -0.5290 0.9392 0.910 -1.977 0.460 0.09
H 2.4305 -2.3594 0.0462 -0.701 0.206 0.492 0.12
H 1.2552 -1.6237 1.2893 0.153 -0.526 -0.513 0.13
H -0.0462 -2.6934 -0.2917 -0.683 -1.488 -0.477 0.09
H 0.7162 -1.9324 -1.8287 -0.003 -0.660 1.428 0.15
H -2.3934 -1.7793 -1.4721 1.020 0.655 0.712 0.13
H -2.2350 -1.4942 0.2241 -0.570 0.060 0.934 0.09
H -2.7459 0.4808 -2.2028 0.051 -0.518 1.802 0.09
H -3.9066 0.0317 -0.9209 0.480 0.370 0.119 0.07
H -3.3512 1.8724 1.9770 1.969 -1.029 -0.893 0.06
H -1.6198 2.2751 1.8856 1.049 0.474 0.717 -0.03
H -1.9830 0.4431 1.6416 -0.787 2.480 0.303 0.06
```
Forces are in eV/Å.

Output
energy relative to the best compared isomer or geometry (same formula, charge and spin): 32.96 kcal/mol
Kohn-Sham gap: 7.754 eV
net charge: 0
E: -23008.994 eV
strongest force on any atom: 5.0 eV Å⁻¹
HOMO energy: -7.8 eV

---

Entry 5:
Computed, not measured: a molecular structure, C13H16AsBF10NPPdS, with wB97M-V/def2-TZVPD.

Structure (XYZ):
```
45
Properties=species:S:1:pos:R:3:forces:R:3:lowdin_charge:R:1
Pd 0.3061 0.4270 1.0589 -0.529 0.250 0.122 0.48
F 1.7019 -0.4356 -1.0496 0.246 0.259 0.314 -0.31
As 3.2092 -0.0090 -0.2490 1.391 0.016 -1.283 0.74
F 2.6458 1.5760 0.2916 -0.145 -0.342 -0.125 -0.31
F 2.6181 -0.7038 1.2220 0.117 0.019 -0.031 -0.25
F 3.6825 0.7502 -1.7675 -0.102 -0.152 0.417 -0.28
F 3.8861 -1.5296 -0.7688 -0.310 0.204 0.146 -0.26
F 4.7626 0.3862 0.4263 -0.357 -0.079 0.138 -0.26
S -1.5472 -0.9018 -0.0371 0.382 -0.001 -0.079 0.64
C -1.9338 -0.9664 1.6104 -0.752 -0.308 -0.131 -0.76
N -1.9658 -2.1899 2.2115 0.182 0.441 0.146 0.05
C -2.3758 -2.3950 3.4867 -0.152 -0.122 0.139 -0.08
C -2.8448 -1.3671 4.2295 0.039 0.114 0.038 -0.07
C -2.8141 -0.0668 3.6731 0.053 -0.184 -0.083 -0.04
C -2.3852 0.1293 2.3958 -0.038 -0.128 0.283 -0.10
H -1.5434 -2.9397 1.6835 -0.072 -0.022 -0.045 0.14
H -2.3214 -3.4099 3.8512 0.065 -0.008 -0.032 0.13
H -3.1828 -1.5266 5.2403 0.066 -0.066 0.043 0.11
H -3.1126 0.7723 4.2856 -0.036 0.061 -0.048 0.12
H -2.3403 1.1155 1.9642 -0.045 -0.044 -0.074 0.07
F -0.1895 -0.2089 5.1283 -0.159 0.032 0.150 0.11
B 0.7378 -0.0508 4.0973 -0.226 0.039 -0.156 -1.26
F 0.5189 -1.0787 3.1219 0.047 -0.020 -0.036 0.05
F 2.0211 -0.0889 4.5791 0.190 0.036 -0.017 0.15
F 0.4704 1.1794 3.4076 0.156 0.028 0.225 0.03
C 0.3745 3.9782 0.5080 -0.084 -0.258 0.031 -0.24
P -0.1884 2.3420 -0.1014 0.126 0.205 -0.335 0.83
C 0.5177 2.3819 -1.7892 -0.101 -0.063 0.114 -0.25
C -1.9664 2.6194 -0.4133 -0.026 -0.107 0.170 -0.38
C -2.7608 3.1826 0.5858 0.110 0.107 -0.095 -0.12
C -4.1365 3.2596 0.4424 -0.075 0.026 0.024 -0.09
C -4.7441 2.7651 -0.7019 -0.011 -0.027 -0.004 -0.10
C -3.9647 2.2041 -1.7026 -0.058 0.002 -0.046 -0.09
C -2.5893 2.1226 -1.5565 0.058 0.107 0.032 -0.12
H -0.0199 4.1812 1.5019 0.005 0.020 0.011 0.04
H 0.0716 4.7596 -0.1899 0.010 0.048 0.036 0.05
H 1.4608 3.9324 0.5736 0.020 0.006 0.022 0.04
H 0.0675 3.1834 -2.3773 -0.023 0.006 -0.003 0.05
H 0.3727 1.4198 -2.2774 0.031 0.007 -0.018 0.04
H 1.5900 2.5484 -1.6982 0.005 -0.085 0.007 0.03
H -2.2930 3.5619 1.4871 -0.027 -0.003 0.042 0.10
H -4.7400 3.6984 1.2270 0.013 0.006 0.029 0.10
H -5.8211 2.8021 -0.8059 0.000 0.039 -0.021 0.10
H -4.4334 1.8179 -2.5991 0.007 -0.032 0.006 0.10
H -1.9970 1.6583 -2.3326 0.007 -0.027 -0.025 0.10
```
Forces are in eV/Å.

Output
energy relative to the best compared isomer or geometry (same formula, charge and spin): 27.42 kcal/mol
Kohn-Sham gap (alpha / beta): 7.155 / 7.610 eV
net charge: -1
E: -127537.992 eV
strongest force on any atom: 1.9 eV Å⁻¹
spin multiplicity: 2
HOMO energy (alpha / beta): -4.7 / -5.3 eV

---

Entry 6:
Computed, not measured: a molecular structure, C13H16AuBrGeNS5, with wB97M-V/def2-TZVPD.

Structure (XYZ):
```
38
Properties=species:S:1:pos:R:3:forces:R:3:lowdin_charge:R:1
Au -1.8117 -1.1432 0.5684 0.587 -0.162 -0.029 0.35
S -7.4986 3.6352 1.6034 -0.137 0.186 -0.141 0.49
C -6.2786 2.5777 1.3115 0.029 -0.202 0.413 -1.56
S -4.6272 2.9311 1.6268 0.344 0.060 -0.073 0.87
C -3.9156 1.3768 1.2240 -0.316 0.105 -0.007 -1.18
C -4.8468 0.3904 0.8222 -0.048 0.340 0.073 -1.20
S -4.4792 -1.1650 0.3845 -0.254 -0.171 -0.056 0.55
S -6.5182 0.9513 0.8215 -0.001 -0.295 -0.229 0.87
S -2.2638 1.1766 1.3521 0.113 -0.079 0.003 0.53
C 2.1243 4.2828 1.2442 -0.003 -0.017 0.004 -0.05
C 2.4146 2.8186 1.4283 -0.017 0.020 -0.013 -0.26
C 3.6790 2.3427 1.7496 0.022 -0.003 0.003 -0.04
C 3.8883 0.9836 1.9078 0.024 0.006 -0.008 -0.12
C 2.7950 0.1487 1.7329 -0.037 0.043 0.034 -0.76
Br 3.0319 -1.7241 1.9724 -0.012 -0.026 -0.024 0.71
N 1.5891 0.5605 1.4278 0.074 0.063 0.035 0.07
C 1.4076 1.8716 1.2788 -0.011 -0.066 -0.053 -0.10
H 3.0173 4.8837 1.4144 0.001 0.002 0.001 0.07
H 1.3511 4.6188 1.9367 0.003 -0.002 0.000 0.08
H 1.7654 4.4876 0.2345 0.005 -0.004 0.000 0.08
H 4.5033 3.0355 1.8778 0.000 -0.006 0.000 0.11
H 4.8577 0.5791 2.1592 0.001 0.002 -0.002 0.09
H 0.3999 2.1821 1.0222 -0.037 -0.021 0.012 0.07
C 1.8872 -1.7251 -1.9761 -0.034 0.002 -0.005 -0.25
Ge 0.1997 -2.7256 -1.7403 0.067 0.116 -0.028 0.62
C -1.0961 -1.9639 -3.0074 0.025 -0.041 -0.013 -0.26
C 0.5643 -4.5895 -2.2805 -0.003 -0.016 0.019 -0.25
C -0.4570 -2.5737 0.0453 -0.410 0.054 0.019 -0.47
H 2.2274 -1.7313 -3.0140 -0.023 -0.013 -0.017 0.00
H 2.6691 -2.1549 -1.3493 0.024 0.010 0.026 -0.01
H 1.7290 -0.6917 -1.6628 0.024 0.006 0.012 0.00
H -0.7373 -1.9987 -4.0385 0.018 -0.010 0.006 0.00
H -1.2903 -0.9254 -2.7365 -0.022 0.010 0.004 0.00
H -2.0384 -2.5101 -2.9437 -0.014 0.023 -0.003 0.01
H 0.9474 -4.6404 -3.3015 0.006 0.009 -0.016 0.00
H -0.3495 -5.1833 -2.2232 0.014 -0.009 0.002 0.00
H 1.3047 -5.0342 -1.6125 -0.011 -0.010 -0.005 0.00
H -0.1449 -3.3541 0.7399 0.008 0.096 0.057 -0.10
```
Forces are in eV/Å.

Output
energy relative to the best compared isomer or geometry (same formula, charge and spin): 2.35 kcal/mol
Kohn-Sham gap (alpha / beta): 5.840 / 5.641 eV
net charge: -1
E: -199658.001 eV
strongest force on any atom: 0.6 eV Å⁻¹
spin multiplicity: 3
HOMO energy (alpha / beta): -3.5 / -4.7 eV